Entry P
{"formula": "C15H20N2O3S", "method": "ωB97M-V with the def2-TZVPD basis set", "multiplicity": 1, "homo_ha": -0.274, "lumo_energy_ev": -0.46, "smiles": "CCN(CC)c1ccc(/C=C2\\SC(=O)N(C(C)C)C2=O)o1", "orbital_gap_ev": 6.99, "elements": ["O", "O", "O", "S", "C", "C", "C", "C", "C", "C", "C", "C", "N", "N", "C", "C", "C", "C", "C", "C", "C", "H", "H", "H", "H", "H", "H", "H", "H", "H", "H", "H", "H", "H", "H", "H", "H", "H", "H", "H", "H"], "xyz": [[-2.37, 4.74, 0.45], [1.79, 3.02, 0.69], [0.41, -1.93, 0.38], [-1.77, 2.23, 0.05], [-1.49, 3.93, 0.37], [0.61, 3.05, 0.32], [-1.61, -0.93, 0.82], [-1.73, -2.37, 0.94], [-0.22, -0.65, 0.53], [-0.54, -2.82, 0.61], [0.49, 0.60, 0.44], [-0.09, 1.82, 0.35], [-0.19, -4.18, 0.38], [-0.16, 4.20, 0.22], [1.81, -4.17, 1.85], [-1.12, -4.85, -1.72], [1.76, 5.68, -0.36], [-0.24, 5.68, -1.84], [1.29, -4.48, 0.56], [-1.14, -5.09, -0.19], [0.18, 5.51, -0.39], [-2.32, -0.21, 1.14], [-2.64, -2.92, 1.16], [1.59, 0.52, 0.59], [1.01, -3.87, 2.53], [2.43, -4.86, 2.28], [2.38, -3.26, 1.65], [-0.96, -3.85, -1.97], [-2.01, -5.13, -2.24], [-0.34, -5.46, -2.29], [2.14, 4.99, -1.07], [2.08, 6.65, -0.65], [2.11, 5.53, 0.65], [-1.19, 6.21, -1.94], [-0.40, 4.74, -2.40], [0.42, 6.31, -2.39], [1.42, -5.57, 0.58], [1.90, -4.03, -0.23], [-2.23, -5.12, 0.12], [-0.73, -6.05, -0.03], [-0.31, 6.40, 0.09]]}


Entry Q
{"formula": "C15H20N2O3S", "method": "ωB97M-V with the def2-TZVPD basis set", "multiplicity": 1, "homo_ha": -0.262, "lumo_energy_ev": 0.66, "smiles": "CCCOc1ccc(-n2c(O)cc(SCCN)c2O)cc1", "orbital_gap_ev": 7.80, "elements": ["O", "O", "O", "S", "C", "C", "C", "C", "C", "C", "C", "C", "C", "C", "N", "N", "C", "C", "C", "C", "C", "H", "H", "H", "H", "H", "H", "H", "H", "H", "H", "H", "H", "H", "H", "H", "H", "H", "H", "H", "H"], "xyz": [[2.87, -0.16, -0.06], [-1.38, -2.33, 1.05], [-2.16, 3.15, -2.49], [0.60, -4.22, 2.41], [2.23, -2.11, 1.13], [0.95, -2.77, 1.42], [1.92, -1.01, 0.36], [-0.04, -2.02, 0.90], [-0.26, 1.59, -2.40], [-1.99, 1.65, -0.67], [0.36, 0.56, -1.71], [-1.32, 0.63, 0.00], [-1.45, 2.15, -1.89], [-0.15, 0.06, -0.50], [0.56, -0.95, 0.18], [2.85, -5.24, 5.67], [-2.34, 5.98, -3.10], [-1.84, 3.64, -3.81], [1.96, -4.15, 3.67], [1.77, -5.26, 4.66], [-2.63, 4.89, -4.13], [2.42, 0.59, -0.51], [-1.46, -3.11, 1.59], [3.23, -2.44, 1.41], [0.13, 1.84, -3.37], [-2.89, 2.08, -0.26], [1.21, 0.06, -2.16], [-1.70, 0.25, 0.94], [3.12, -4.33, 6.01], [3.67, -5.69, 5.30], [-2.78, 6.93, -3.40], [-1.29, 6.19, -3.02], [-2.75, 5.72, -2.08], [-0.74, 3.84, -3.85], [-2.11, 2.85, -4.53], [2.00, -3.15, 4.17], [2.88, -4.23, 3.10], [0.80, -5.19, 5.16], [1.80, -6.22, 4.12], [-3.70, 4.66, -4.15], [-2.35, 5.26, -5.15]]}


Which one sits at the top of the stability order? entry Q does.


Entry P
{"formula": "C3H6N3P", "method": "ωB97M-V with the def2-TZVPD basis set", "multiplicity": 1, "homo_ha": -0.303, "lumo_energy_ev": 0.23, "smiles": "C=C=NNC#[PH]N", "orbital_gap_ev": 8.47, "elements": ["C", "C", "C", "N", "N", "N", "P", "H", "H", "H", "H", "H", "H"], "xyz": [[-2.89, 0.89, -0.46], [-2.27, -0.25, -0.29], [0.50, -0.29, -0.16], [-1.61, -1.22, 0.07], [-0.24, -1.24, 0.23], [2.62, 0.90, 0.27], [2.20, -0.60, -0.43], [-3.49, 1.11, -1.38], [-3.10, 1.44, 0.53], [-0.01, -2.05, 0.78], [1.91, 1.54, 0.46], [3.45, 1.31, -0.09], [2.93, -1.54, 0.46]]}


Entry Q
{"formula": "C3H6N3P", "method": "ωB97M-V with the def2-TZVPD basis set", "multiplicity": 1, "homo_ha": -0.276, "lumo_energy_ev": 0.61, "orbital_gap_ev": 8.13, "elements": ["C", "C", "C", "N", "N", "N", "P", "H", "H", "H", "H", "H", "H"], "xyz": [[-0.98, 0.70, -0.52], [-0.60, -1.10, -1.71], [0.27, 1.18, 1.47], [-1.16, -0.01, -1.62], [0.40, -0.88, 0.30], [-0.09, 0.22, 0.43], [-0.51, -2.58, -2.61], [-1.46, 1.69, -0.39], [0.20, 0.67, 2.45], [1.39, 1.42, 1.44], [-0.25, 2.12, 1.23], [-1.39, -3.30, -1.92], [0.51, -2.90, -1.90]]}


Entry R
{"formula": "C3H6N3P", "method": "ωB97M-V with the def2-TZVPD basis set", "multiplicity": 1, "homo_ha": [-0.310, -0.277], "lumo_energy_ev": [-0.15, -0.29], "orbital_gap_ev": [8.28, 7.25], "elements": ["C", "C", "C", "N", "N", "N", "P", "H", "H", "H", "H", "H", "H"], "xyz": [[0.64, 0.26, 1.87], [1.63, -0.65, 1.96], [-0.03, -0.03, 0.64], [0.52, -1.11, 0.11], [1.52, -1.45, 0.90], [-1.63, 1.17, -2.74], [-2.06, 1.24, -1.08], [0.40, 1.12, 2.61], [2.23, -0.80, 2.76], [2.17, -2.03, 0.43], [-1.09, 2.01, -2.90], [-1.63, 0.30, -3.23], [-2.69, -0.03, -1.32]]}


Which one sits at the top of the stability order? entry R does.


Entry P
{"formula": "C24H32N6", "method": "ωB97M-V with the def2-TZVPD basis set", "multiplicity": 1, "homo_ha": -0.298, "lumo_energy_ev": 0.71, "smiles": "c1cc[nH]c1.c1cc[nH]c1.c1cc[nH]c1.c1cc[nH]c1.c1cc[nH]c1.CCCC#N", "orbital_gap_ev": 8.81, "elements": ["C", "C", "C", "C", "N", "H", "H", "H", "H", "H", "H", "H", "N", "C", "C", "C", "C", "H", "H", "H", "H", "H", "N", "C", "C", "C", "C", "H", "H", "H", "H", "H", "N", "C", "C", "C", "C", "H", "H", "H", "H", "H", "N", "C", "C", "C", "C", "H", "H", "H", "H", "H", "N", "C", "C", "C", "C", "H", "H", "H", "H", "H"], "xyz": [[-0.81, -1.81, -1.11], [-0.24, -0.41, -0.82], [-0.35, 0.10, 0.59], [-1.78, 0.17, 1.02], [-2.88, 0.25, 1.34], [-0.21, -2.65, -0.76], [-0.83, -1.93, -2.20], [-1.85, -1.93, -0.78], [-0.60, 0.39, -1.47], [0.82, -0.41, -1.08], [0.32, 0.95, 0.74], [-0.05, -0.67, 1.31], [1.52, -1.24, 3.95], [1.40, -2.40, 3.24], [2.41, -2.43, 2.25], [3.22, -1.27, 2.46], [2.54, -0.49, 3.45], [0.96, -0.98, 4.75], [0.58, -3.06, 3.44], [2.59, -3.18, 1.49], [4.06, -0.93, 1.86], [2.70, 0.49, 3.89], [-2.62, 2.75, 3.08], [-3.03, 4.10, 3.25], [-1.97, 4.85, 3.45], [-0.81, 4.06, 3.35], [-1.23, 2.74, 3.03], [-3.22, 1.94, 3.12], [-4.08, 4.35, 3.28], [-1.93, 5.93, 3.51], [0.21, 4.41, 3.47], [-0.71, 1.80, 2.95], [1.57, 3.50, -0.01], [2.15, 3.46, 1.23], [3.19, 2.53, 1.26], [3.25, 2.06, -0.06], [2.28, 2.63, -0.85], [0.83, 4.15, -0.26], [1.75, 4.02, 2.06], [3.80, 2.28, 2.12], [3.89, 1.24, -0.35], [1.97, 2.53, -1.88], [-5.06, 1.05, -3.94], [-4.93, 0.27, -2.84], [-3.58, 0.12, -2.69], [-2.89, 0.77, -3.75], [-3.81, 1.43, -4.46], [-5.93, 1.37, -4.33], [-5.73, -0.18, -2.28], [-3.18, -0.42, -1.84], [-1.81, 0.86, -3.77], [-3.75, 2.12, -5.29], [2.06, -4.85, -3.94], [2.64, -5.88, -3.29], [2.52, -5.60, -1.95], [2.00, -4.34, -1.77], [1.79, -3.88, -3.03], [1.94, -4.82, -4.94], [2.99, -6.78, -3.79], [2.81, -6.30, -1.18], [1.74, -3.83, -0.85], [1.35, -2.96, -3.38]]}


Entry Q
{"formula": "C24H32N6", "method": "ωB97M-V with the def2-TZVPD basis set", "multiplicity": 1, "homo_ha": -0.303, "lumo_energy_ev": 0.66, "smiles": "CCC(C)(C)n1nnnc1CN1CCN(C(c2ccccc2)c2ccccc2)CC1", "orbital_gap_ev": 8.91, "elements": ["C", "H", "C", "H", "H", "C", "N", "C", "N", "N", "N", "C", "N", "C", "C", "N", "C", "C", "H", "H", "H", "H", "C", "C", "C", "C", "C", "C", "C", "H", "H", "H", "H", "H", "C", "C", "C", "C", "C", "C", "H", "H", "H", "H", "H", "H", "H", "H", "H", "H", "H", "H", "C", "H", "H", "H", "C", "H", "H", "H", "H", "H"], "xyz": [[-3.26, -2.35, -0.13], [-3.73, -2.96, 0.63], [-4.24, -1.32, -0.70], [-5.14, -1.84, -1.05], [-3.78, -0.84, -1.57], [-4.67, -0.25, 0.31], [-3.51, 0.45, 0.85], [-2.56, 1.25, 0.30], [-1.78, 1.66, 1.28], [-2.25, 1.12, 2.39], [-3.26, 0.41, 2.16], [-2.37, 1.64, -1.14], [-1.10, 1.39, -1.76], [-0.63, 0.02, -1.79], [0.22, -0.37, -0.58], [1.37, 0.52, -0.51], [0.88, 1.88, -0.30], [0.01, 2.29, -1.49], [-0.38, 3.30, -1.33], [0.63, 2.30, -2.39], [1.73, 2.55, -0.24], [0.30, 1.96, 0.63], [2.29, 0.12, 0.55], [2.81, -1.28, 0.34], [2.97, -2.14, 1.42], [3.49, -3.41, 1.24], [3.85, -3.84, -0.02], [3.69, -2.99, -1.11], [3.17, -1.72, -0.93], [3.04, -1.07, -1.77], [3.96, -3.33, -2.10], [4.26, -4.83, -0.17], [3.62, -4.06, 2.09], [2.69, -1.81, 2.41], [3.52, 1.01, 0.57], [4.12, 1.33, 1.78], [5.28, 2.10, 1.80], [5.84, 2.55, 0.62], [5.24, 2.24, -0.59], [4.09, 1.47, -0.61], [3.62, 1.23, -1.55], [5.67, 2.59, -1.51], [6.74, 3.15, 0.64], [5.73, 2.34, 2.75], [3.69, 0.99, 2.70], [1.80, 0.18, 1.54], [0.58, -1.40, -0.71], [-0.37, -0.33, 0.34], [-1.48, -0.66, -1.89], [-0.01, -0.08, -2.69], [-3.12, 1.13, -1.75], [-2.56, 2.72, -1.20], [-5.42, -0.88, 1.48], [-4.77, -1.53, 2.06], [-6.26, -1.46, 1.11], [-5.80, -0.11, 2.15], [-5.60, 0.78, -0.36], [-5.16, 1.20, -1.26], [-6.53, 0.29, -0.64], [-5.82, 1.59, 0.33], [-2.91, -3.00, -0.93], [-2.39, -1.86, 0.31]]}


Which one sits at the top of the stability order? entry Q does.


Entry P
{"formula": "C4H7FO", "method": "ωB97M-V with the def2-TZVPD basis set", "multiplicity": 1, "homo_ha": -0.356, "lumo_energy_ev": 0.59, "smiles": "C=C(O)F.C=C", "orbital_gap_ev": 10.29, "elements": ["C", "C", "C", "C", "O", "F", "H", "H", "H", "H", "H", "H", "H"], "xyz": [[0.58, 1.63, 0.92], [-1.23, -0.45, -1.66], [1.67, 1.22, 1.59], [-1.13, -1.38, -0.74], [0.06, -1.67, -0.18], [-2.12, -2.25, -0.44], [0.04, 0.97, 0.17], [0.14, 2.71, 0.97], [-0.35, 0.07, -2.05], [-2.22, -0.31, -1.99], [2.18, 0.22, 1.54], [2.09, 1.87, 2.33], [0.28, -2.62, -0.46]]}


Entry Q
{"formula": "C4H7FO", "method": "ωB97M-V with the def2-TZVPD basis set", "multiplicity": 1, "homo_ha": -0.375, "lumo_energy_ev": 0.78, "smiles": "OCC1(F)CC1", "orbital_gap_ev": 10.98, "elements": ["C", "C", "C", "C", "H", "H", "H", "H", "H", "H", "H", "O", "F"], "xyz": [[-1.05, 0.98, 0.09], [0.40, 0.47, 0.00], [0.83, -0.70, -0.90], [0.98, -0.68, 0.70], [-1.96, -0.65, 0.50], [-1.00, 1.73, -0.70], [-1.12, 1.47, 1.01], [1.65, -0.66, -1.58], [-0.01, -1.38, -1.08], [0.15, -1.33, 1.14], [1.89, -0.85, 1.25], [-1.94, -0.04, -0.26], [1.19, 1.63, -0.16]]}


Which one sits at the top of the stability order? entry Q does.


Entry P
{"formula": "C5H16N2O", "method": "ωB97M-V with the def2-TZVPD basis set", "multiplicity": 1, "homo_ha": -0.295, "lumo_energy_ev": -3.89, "orbital_gap_ev": 4.13, "elements": ["C", "C", "C", "C", "N", "C", "N", "H", "H", "H", "H", "H", "H", "H", "H", "H", "H", "H", "H", "H", "H", "H", "H", "O"], "xyz": [[-0.15, -1.44, 1.46], [0.18, -0.70, 0.14], [1.65, -0.44, 0.10], [2.11, 0.40, 1.31], [-0.42, -1.23, -1.06], [-1.84, -0.92, -1.21], [-2.03, 0.58, -1.47], [-0.33, -0.61, 2.18], [-1.14, -1.90, 1.24], [0.43, -2.24, 1.92], [-0.35, 0.33, 0.30], [1.98, -0.10, -0.87], [2.01, -1.48, 0.15], [3.13, 0.97, 1.19], [1.35, 1.27, 1.29], [2.04, -0.15, 2.29], [0.45, 2.69, -2.00], [-2.16, -1.37, -2.20], [-2.47, -1.33, -0.39], [-2.07, 0.70, -2.45], [-1.20, 1.00, -1.12], [1.20, 2.76, -1.81], [-0.43, 2.54, 1.30], [0.38, 2.52, 0.73]]}


Entry Q
{"formula": "C5H16N2O", "method": "ωB97M-V with the def2-TZVPD basis set", "multiplicity": 1, "homo_ha": -0.324, "lumo_energy_ev": 0.90, "smiles": "CC(C)N.NCCO", "orbital_gap_ev": 9.71, "elements": ["C", "C", "C", "N", "H", "H", "H", "H", "H", "H", "H", "H", "H", "H", "C", "O", "C", "N", "H", "H", "H", "H", "H", "H"], "xyz": [[1.23, 0.73, -1.77], [-0.13, 0.06, -1.85], [-0.63, 0.12, -3.28], [-0.12, -1.31, -1.32], [1.58, 0.89, -0.74], [2.04, 0.18, -2.26], [1.19, 1.73, -2.20], [-0.80, 0.64, -1.20], [0.06, -0.30, -4.03], [-0.85, 1.15, -3.57], [-1.56, -0.43, -3.45], [0.43, -1.19, 0.05], [-1.01, -1.78, -1.38], [0.59, -1.88, -1.76], [-0.25, -0.63, 1.82], [0.84, -1.08, 1.03], [0.07, 0.75, 2.36], [-1.02, 1.33, 3.16], [-1.17, -0.67, 1.19], [-0.45, -1.40, 2.57], [1.03, 0.63, 2.88], [0.31, 1.39, 1.51], [-1.04, 0.94, 4.09], [-0.85, 2.33, 3.22]]}


Entry R
{"formula": "C5H16N2O", "method": "ωB97M-V with the def2-TZVPD basis set", "multiplicity": 1, "homo_ha": -0.327, "lumo_energy_ev": 0.90, "smiles": "C[C@@H](CN)N(C)C.O", "orbital_gap_ev": 9.81, "elements": ["C", "N", "C", "C", "C", "C", "N", "H", "H", "H", "H", "H", "H", "H", "H", "H", "H", "H", "H", "H", "H", "H", "H", "O"], "xyz": [[-1.84, -1.29, -0.23], [-1.14, 0.00, 0.05], [-2.04, 0.75, 0.96], [0.55, -0.92, 1.95], [0.33, -0.14, 0.64], [1.16, -0.80, -0.52], [2.43, -0.13, -0.69], [-2.96, -1.09, -0.45], [-1.34, -1.69, -1.08], [-1.68, -2.02, 0.52], [-1.48, 1.63, 1.53], [-2.77, 1.28, 0.31], [-2.53, 0.15, 1.68], [-0.16, -0.51, 2.73], [0.38, -1.94, 1.62], [1.54, -1.04, 2.30], [0.65, 0.84, 0.91], [0.54, -0.81, -1.43], [1.38, -1.67, -0.04], [2.94, -0.63, -1.32], [2.49, 0.81, -0.92], [0.90, 2.56, -1.04], [-0.22, 1.56, -1.91], [0.54, 2.24, -1.96]]}


Entry S
{"formula": "C5H16N2O", "method": "ωB97M-V with the def2-TZVPD basis set", "multiplicity": 1, "homo_ha": -0.327, "lumo_energy_ev": 0.77, "smiles": "CC(C)CNCN.O", "orbital_gap_ev": 9.68, "elements": ["C", "C", "C", "C", "N", "C", "N", "H", "H", "H", "H", "H", "H", "H", "H", "H", "H", "H", "H", "H", "H", "H", "H", "O"], "xyz": [[-0.08, 0.58, -0.29], [-0.28, -0.14, -1.63], [1.01, -0.04, -2.46], [-0.59, -1.63, -1.51], [-0.77, 0.06, 0.93], [-1.91, 0.90, 1.36], [-1.54, 1.43, 2.74], [0.97, 0.33, 0.02], [-0.23, 1.63, -0.55], [-1.06, 0.44, -2.16], [1.60, 0.88, -2.34], [1.89, -0.51, -1.95], [0.93, -0.40, -3.47], [0.03, -2.13, -0.78], [-0.62, -2.25, -2.43], [-1.63, -1.72, -1.19], [-1.02, -0.89, 0.70], [-2.78, 0.24, 1.51], [-2.06, 1.79, 0.76], [-1.06, 2.29, 2.47], [-0.82, 0.83, 3.10], [2.72, -1.33, 0.21], [3.32, -0.02, 0.88], [3.42, -0.97, 0.78]]}


Which one sits at the top of the stability order? entry Q does.


Entry P
{"formula": "CH3FIN", "method": "ωB97M-V with the def2-TZVPD basis set", "multiplicity": 1, "homo_ha": -0.350, "lumo_energy_ev": -1.26, "smiles": "CN(F)I", "orbital_gap_ev": 8.27, "elements": ["C", "N", "F", "I", "H", "H", "H"], "xyz": [[-0.65, 0.27, 0.00], [0.50, -0.43, -0.48], [0.54, -1.66, 0.16], [2.50, 0.54, 0.07], [-0.67, 1.24, -0.48], [-1.51, -0.32, -0.35], [-0.72, 0.36, 1.08]]}


Entry Q
{"formula": "CH3FIN", "method": "ωB97M-V with the def2-TZVPD basis set", "multiplicity": 1, "homo_ha": -0.344, "lumo_energy_ev": -0.39, "smiles": "CN(F)I", "orbital_gap_ev": 8.98, "elements": ["C", "N", "F", "I", "H", "H", "H"], "xyz": [[0.17, 0.74, 0.10], [0.03, -0.69, 0.37], [0.90, -1.40, -0.76], [-1.69, -1.75, 0.24], [-0.91, 1.25, 0.05], [0.79, 1.03, 0.95], [0.71, 0.83, -0.94]]}


Entry R
{"formula": "CH3FIN", "method": "ωB97M-V with the def2-TZVPD basis set", "multiplicity": 1, "homo_ha": -0.347, "lumo_energy_ev": -0.34, "orbital_gap_ev": 9.10, "elements": ["C", "N", "F", "I", "H", "H", "H"], "xyz": [[0.27, 0.12, -0.39], [-0.63, 0.56, 0.39], [-0.17, -2.04, 0.08], [2.27, 0.48, 0.05], [0.10, -0.13, -1.53], [-0.34, 0.70, 1.32], [-1.50, 0.32, 0.08]]}


Entry S
{"formula": "CH3FIN", "method": "ωB97M-V with the def2-TZVPD basis set", "multiplicity": 1, "homo_ha": -0.344, "lumo_energy_ev": -0.60, "smiles": "CN(F)I", "orbital_gap_ev": 8.76, "elements": ["C", "N", "F", "I", "H", "H", "H"], "xyz": [[0.29, 0.05, -0.14], [1.44, 0.55, 0.57], [1.30, 2.09, 0.65], [3.20, -0.16, -0.12], [0.46, -1.04, -0.43], [-0.51, 0.05, 0.56], [0.04, 0.51, -1.13]]}


Which one sits at the top of the stability order? entry R does.